[1]
Here is a structure of composition C47H60N4O2ReSi3 in a non-equilibrium geometry from the Open Molecules 2025 dataset. Energies are from the ωB97M-V functional and the def2-TZVPD basis.

The geometry in XYZ format:
```
117
Properties=species:S:1:pos:R:3:lowdin_charge:R:1
Re 0.092 -0.879 -0.813 1.317
C -3.212 -0.724 0.987 -0.212
Si -2.098 -1.869 -0.029 0.456
C -2.029 -3.314 1.165 -0.212
C -3.216 -2.184 -1.498 -0.342
C -4.493 -2.737 -1.330 -0.099
C -5.383 -2.814 -2.390 -0.092
C -5.010 -2.326 -3.641 -0.091
C -3.739 -1.795 -3.823 -0.103
C -2.823 -1.725 -2.763 -0.323
Si -1.042 -1.169 -3.055 0.465
C -0.374 -2.519 -4.185 -0.198
C -1.048 0.292 -4.257 -0.216
H -4.044 -1.331 1.366 0.034
H -3.641 0.092 0.393 0.029
H -2.700 -0.284 1.857 0.026
H -3.058 -3.637 1.377 0.034
H -1.584 -2.972 2.110 0.032
H -1.466 -4.179 0.820 -0.017
H -4.805 -3.107 -0.353 0.097
H -6.370 -3.240 -2.242 0.098
H -5.709 -2.360 -4.468 0.097
H -3.451 -1.439 -4.811 0.099
H -1.150 -2.713 -4.938 0.041
H -0.141 -3.462 -3.690 -0.006
H 0.529 -2.180 -4.700 0.027
H -0.631 -0.054 -5.207 0.030
H -0.446 1.144 -3.920 -0.011
H -2.067 0.656 -4.443 0.026
O 2.930 1.725 0.557 0.062
C 2.236 1.448 -0.408 -0.555
O 1.911 0.232 -0.745 -0.199
C 1.744 2.638 -1.224 -0.169
C 2.571 3.793 -1.167 0.006
C 2.175 4.923 -1.796 -0.006
C 0.937 4.938 -2.482 -0.159
C 0.442 6.094 -3.138 -0.039
C -0.758 6.062 -3.784 -0.082
C -1.519 4.867 -3.800 -0.072
C -1.062 3.744 -3.172 -0.029
C 0.186 3.746 -2.499 -0.203
N 0.613 2.593 -1.878 0.180
H 3.494 3.734 -0.607 0.117
H 2.784 5.821 -1.776 0.118
H 1.035 7.004 -3.115 0.113
H -1.130 6.945 -4.290 0.102
H -2.471 4.845 -4.317 0.104
H -1.635 2.824 -3.193 0.088
C -0.562 5.080 3.051 -0.044
C -1.803 4.475 2.376 -0.555
C -2.382 5.498 1.398 -0.057
C -2.857 4.143 3.445 -0.034
C -1.437 3.179 1.665 -0.132
C -1.977 2.831 0.433 0.021
C -1.605 1.647 -0.155 -0.144
N -0.749 0.792 0.402 -0.061
C -0.281 1.061 1.630 -0.189
C -0.587 2.249 2.263 0.062
C 0.572 0.015 2.252 -0.187
C 0.906 -0.011 3.593 0.057
C 1.792 -0.977 4.075 -0.136
C 2.353 -1.833 3.136 0.032
C 1.937 -1.767 1.819 -0.091
N 1.016 -0.910 1.401 0.035
C 2.137 -1.039 5.563 -0.557
C 0.843 -1.085 6.387 -0.045
C 2.971 -2.277 5.897 -0.065
C 2.940 0.218 5.937 -0.037
H -0.793 6.089 3.401 0.087
H 0.278 5.144 2.352 0.097
H -0.237 4.500 3.919 0.078
H -2.593 6.427 1.931 0.088
H -3.320 5.157 0.954 0.081
H -1.677 5.721 0.590 0.095
H -3.125 5.047 4.001 0.091
H -2.479 3.402 4.154 0.086
H -3.764 3.739 2.986 0.093
H -2.656 3.481 -0.101 0.115
H -2.001 1.361 -1.123 0.115
H -0.135 2.464 3.221 0.115
H 0.473 0.711 4.274 0.113
H 3.100 -2.567 3.409 0.113
H 2.354 -2.414 1.058 0.093
H 0.207 -1.918 6.074 0.095
H 0.263 -0.163 6.296 0.078
H 1.086 -1.219 7.444 0.087
H 2.449 -3.198 5.622 0.094
H 3.164 -2.306 6.972 0.088
H 3.940 -2.264 5.389 0.086
H 2.380 1.130 5.712 0.082
H 3.882 0.257 5.383 0.095
H 3.167 0.212 7.007 0.089
C 1.169 -4.643 0.675 -0.187
Si 0.952 -4.133 -1.106 0.383
C 2.075 -5.267 -2.067 -0.177
C -0.756 -4.688 -1.639 -0.182
N 1.261 -2.423 -1.422 -0.262
C 2.428 -2.059 -2.180 -0.359
C 2.425 -1.046 -3.143 -0.087
C 3.543 -0.778 -3.918 -0.077
C 4.723 -1.495 -3.737 -0.102
C 4.767 -2.448 -2.731 -0.087
C 3.643 -2.711 -1.962 -0.075
H 0.810 -5.677 0.768 0.047
H 0.604 -4.029 1.379 0.005
H 2.224 -4.631 0.971 0.032
H 1.546 -6.223 -2.162 0.038
H 3.030 -5.459 -1.568 0.030
H 2.292 -4.893 -3.073 0.046
H -1.186 -5.364 -0.893 0.038
H -0.669 -5.251 -2.574 0.039
H -1.472 -3.884 -1.811 -0.008
H 1.539 -0.433 -3.291 0.065
H 3.488 0.004 -4.667 0.104
H 5.594 -1.291 -4.348 0.095
H 5.689 -2.984 -2.527 0.101
H 3.718 -3.427 -1.149 0.092
```

Multiplicity: 4
HOMO level (spin up / spin down) (eV): -7.01 / -7.53
HOMO-LUMO gap (spin up / spin down) (eV): 6.651 / 6.953

=====

[2]
Here is a structure of composition C47H63AsGeNO2ReTe in a non-equilibrium geometry from the Open Molecules 2025 dataset. Energies are from the ωB97M-V functional and the def2-TZVPD basis.

The geometry in XYZ format:
```
117
Properties=species:S:1:pos:R:3:lowdin_charge:R:1
Re -21.660 -8.641 4.570 0.748
C -29.046 -11.134 4.136 -0.135
O -28.107 -10.326 4.826 -0.213
C -28.333 -8.871 4.647 -0.159
C -28.383 -8.266 5.998 -0.233
O -27.560 -7.123 6.185 -0.197
C -27.809 -6.496 7.478 -0.073
H -28.718 -11.534 3.194 0.066
H -30.061 -10.741 4.145 0.076
H -29.176 -12.071 4.783 0.103
H -29.242 -8.580 4.006 0.143
H -27.446 -8.490 4.076 0.129
H -28.075 -9.005 6.681 0.119
H -29.408 -7.982 6.105 0.113
H -28.674 -6.933 7.905 0.055
H -27.951 -5.395 7.377 0.084
H -26.974 -6.792 8.145 0.103
C -18.920 -10.158 1.837 -0.086
N -20.187 -10.808 2.137 -0.231
C -20.061 -12.225 2.392 -0.108
C -21.087 -10.156 3.044 -0.361
C -22.475 -10.539 3.063 -0.334
C -23.131 -11.440 2.286 -0.080
C -24.472 -11.640 2.530 -0.124
C -25.261 -10.761 3.302 -0.084
C -24.584 -9.870 4.162 -0.082
C -23.182 -9.797 4.050 -0.319
H -18.100 -10.818 2.172 0.070
H -18.839 -9.262 2.376 0.049
H -18.592 -9.909 0.723 0.108
H -19.191 -12.464 3.046 0.088
H -19.913 -12.770 1.443 0.086
H -21.005 -12.650 2.765 0.077
H -21.150 -8.963 2.882 0.055
H -20.619 -10.119 4.286 0.081
H -22.652 -12.032 1.467 0.121
H -24.906 -12.540 2.216 0.068
H -26.321 -11.029 3.349 0.074
H -25.134 -9.306 4.926 0.094
C -13.644 -5.171 -3.676 -0.218
C -13.547 -6.677 -3.434 -0.475
As -15.014 -7.106 -2.141 1.172
C -16.528 -6.726 -3.497 -0.417
C -17.828 -6.403 -2.752 -0.213
C -14.841 -9.033 -2.301 -0.483
C -16.187 -9.921 -2.244 -0.151
H -13.271 -4.896 -4.671 0.067
H -13.058 -4.636 -2.958 0.053
H -14.683 -4.836 -3.608 0.030
H -12.695 -7.095 -2.861 0.052
H -13.707 -7.262 -4.381 0.072
H -16.692 -7.655 -4.010 0.033
H -16.329 -5.901 -4.255 0.074
H -17.874 -6.778 -1.736 0.038
H -18.704 -6.842 -3.288 0.078
H -17.985 -5.369 -2.571 0.045
H -14.269 -9.342 -1.444 0.027
H -14.240 -9.303 -3.199 0.058
H -17.018 -9.400 -1.829 0.020
H -16.095 -10.819 -1.605 0.060
H -16.412 -10.240 -3.302 0.073
C -16.001 -10.255 10.421 -0.082
C -17.141 -9.869 9.490 -0.278
C -17.008 -8.717 8.696 -0.059
C -18.006 -8.218 7.885 -0.314
C -17.883 -6.990 7.017 -0.098
C -19.203 -9.015 7.937 -0.427
Te -21.162 -8.132 7.174 0.686
C -19.216 -10.319 8.374 -0.350
C -20.376 -11.247 7.977 -0.127
C -18.175 -10.794 9.188 -0.020
H -16.191 -11.137 11.040 0.063
H -15.814 -9.408 11.113 0.076
H -15.091 -10.496 9.831 0.079
H -16.019 -8.186 8.738 0.125
H -17.027 -6.369 7.226 0.062
H -18.762 -6.325 7.205 0.033
H -18.017 -7.316 5.978 0.077
H -20.869 -10.973 7.007 0.015
H -21.157 -11.194 8.794 0.086
H -20.112 -12.299 7.959 0.055
H -18.302 -11.808 9.605 0.115
C -22.253 -7.008 3.872 -0.432
Ge -22.472 -5.283 3.254 0.820
C -23.850 -4.500 4.442 -0.235
C -23.508 -3.384 5.270 -0.107
C -24.415 -2.826 6.139 -0.094
C -25.741 -3.346 6.333 -0.107
C -26.095 -4.391 5.583 -0.125
C -25.190 -4.959 4.608 -0.061
C -20.920 -4.060 3.369 -0.287
C -20.238 -4.052 4.560 -0.119
C -19.180 -3.138 4.651 -0.066
C -18.909 -2.265 3.571 -0.098
C -19.828 -2.082 2.579 -0.091
C -20.757 -3.098 2.416 -0.108
C -23.309 -5.297 1.493 -0.295
C -22.723 -6.121 0.501 -0.095
C -23.070 -6.077 -0.840 -0.069
C -24.109 -5.171 -1.172 -0.125
C -24.683 -4.365 -0.244 -0.121
C -24.290 -4.467 1.098 -0.137
H -22.520 -2.977 5.319 0.078
H -24.146 -2.002 6.775 0.084
H -26.351 -2.895 7.105 0.092
H -27.047 -4.858 5.472 0.069
H -25.659 -5.769 4.073 0.093
H -20.348 -4.743 5.386 0.100
H -18.547 -3.194 5.536 0.097
H -18.149 -1.533 3.618 0.080
H -19.761 -1.285 1.897 0.086
H -21.390 -3.124 1.579 0.081
H -22.045 -6.790 0.902 0.060
H -22.464 -6.457 -1.648 0.092
H -24.481 -5.108 -2.197 0.095
H -25.472 -3.607 -0.500 0.112
H -24.863 -3.825 1.890 0.132
```

Multiplicity: 4
HOMO level (spin up / spin down) (eV): -2.04 / -4.05
HOMO-LUMO gap (spin up / spin down) (eV): 4.384 / 6.372
Charge: -1

=====

[3]
Here is a structure of composition C47H71Cl3IN13O5P2S in a non-equilibrium geometry from the Open Molecules 2025 dataset. Energies are from the ωB97M-V functional and the def2-TZVPD basis.

The geometry in XYZ format:
```
143
Properties=species:S:1:pos:R:3:lowdin_charge:R:1
C 4.503 0.845 3.121 -0.099
C 4.782 0.870 1.621 -0.250
C 3.680 1.551 0.796 -0.201
C 3.090 0.651 -0.301 -0.196
C 1.618 0.911 -0.628 -0.189
C 0.623 -0.012 0.097 -0.169
C -0.478 0.773 0.849 -0.306
C -0.670 0.287 2.303 -0.417
C 0.737 0.387 2.971 -0.110
C 0.716 0.236 4.501 -0.122
C 0.919 1.517 5.283 -0.227
C 0.303 1.654 6.543 -0.034
C 0.476 2.843 7.283 -0.073
C 1.272 3.896 6.802 -0.085
C 1.908 3.760 5.554 -0.074
C 1.724 2.571 4.819 -0.076
C -1.557 1.152 3.183 -0.609
Cl -1.160 2.835 3.074 0.798
C -2.489 0.778 4.062 -0.753
C -2.859 -0.633 4.397 -0.127
Cl -3.347 1.950 4.989 0.712
O -0.926 -1.126 2.286 -0.161
S -1.932 -1.767 1.232 0.558
O -3.012 -2.449 1.875 -0.344
O -1.126 -2.624 0.422 -0.254
C -2.721 -0.412 0.197 -0.750
I -4.595 0.050 1.255 1.112
P -3.271 -1.249 -1.380 0.355
N -2.132 -1.830 -2.244 -0.152
O -4.100 -0.190 -2.241 -0.169
O -4.295 -2.384 -0.903 -0.186
C -1.772 0.848 -0.013 -0.811
Cl -1.341 1.024 -1.770 0.747
P -2.726 2.494 0.317 0.793
C -3.877 2.766 -1.082 -0.330
C -1.450 3.772 -0.082 -0.286
H 4.243 1.836 3.480 0.048
H 3.742 0.120 3.393 0.063
H 5.396 0.552 3.670 0.072
H 5.730 1.386 1.495 0.077
H 4.945 -0.157 1.296 0.100
H 2.933 2.003 1.446 0.082
H 4.175 2.378 0.291 0.079
H 3.274 -0.383 -0.010 0.106
H 3.687 0.811 -1.187 0.052
H 1.529 0.801 -1.704 0.075
H 1.425 1.955 -0.388 0.102
H 0.206 -0.729 -0.599 0.089
H 1.220 -0.627 0.759 0.101
H -0.121 1.790 0.933 0.079
H 1.340 -0.436 2.612 0.114
H 1.198 1.313 2.664 0.089
H 1.572 -0.387 4.767 0.119
H -0.158 -0.305 4.843 0.090
H -0.307 0.855 6.935 0.084
H 0.008 2.966 8.249 0.096
H 1.411 4.812 7.355 0.092
H 2.518 4.537 5.126 0.076
H 2.205 2.511 3.856 0.060
H -3.270 -0.627 5.403 0.073
H -2.009 -1.297 4.444 0.067
H -3.625 -1.060 3.762 0.019
H -2.262 -2.832 -2.304 -0.025
H -4.996 -0.071 -1.887 0.064
H -5.180 -2.207 -1.250 0.055
H -3.386 2.800 -2.048 0.022
H -4.263 3.766 -0.886 0.037
H -4.728 2.102 -1.052 -0.013
H -1.775 4.361 -0.935 0.041
H -0.492 3.342 -0.353 0.017
H -1.371 4.448 0.759 0.012
C -5.669 3.896 2.590 -0.085
C -6.556 3.803 1.437 -0.298
N -7.250 3.732 0.529 0.132
H -5.157 2.948 2.746 0.016
H -4.926 4.673 2.421 0.084
H -6.244 4.140 3.481 0.084
C 7.307 0.849 -2.228 -0.063
C 6.992 1.976 -1.356 -0.272
N 6.752 2.860 -0.668 0.151
H 6.480 0.142 -2.236 0.078
H 7.476 1.200 -3.243 0.061
H 8.204 0.349 -1.868 0.086
C -3.459 -5.420 -3.261 -0.065
C -3.535 -6.170 -4.504 -0.275
N -3.627 -6.738 -5.493 0.133
H -3.408 -4.357 -3.492 0.068
H -4.344 -5.615 -2.658 0.070
H -2.572 -5.705 -2.698 0.089
C 5.246 3.459 -4.922 -0.053
C 4.716 2.450 -4.021 -0.261
N 4.283 1.662 -3.312 0.180
H 4.436 4.088 -5.283 0.077
H 5.975 4.077 -4.399 0.085
H 5.734 2.978 -5.768 0.066
C 4.935 4.864 2.258 -0.057
C 3.483 4.960 2.343 -0.280
N 2.341 5.032 2.402 0.155
H 5.377 5.849 2.398 0.083
H 5.304 4.194 3.032 0.080
H 5.227 4.474 1.284 0.061
C 1.063 0.596 -4.905 -0.063
C 1.515 1.793 -5.599 -0.285
N 1.872 2.735 -6.143 0.125
H 1.922 -0.022 -4.649 0.081
H 0.541 0.869 -3.990 0.042
H 0.390 0.028 -5.543 0.086
C 6.626 0.819 -8.402 -0.065
C 7.033 0.414 -7.063 -0.285
N 7.350 0.096 -6.010 0.137
H 5.807 1.532 -8.340 0.080
H 7.465 1.280 -8.918 0.084
H 6.297 -0.052 -8.964 0.085
C -8.545 -4.474 -1.094 -0.070
C -8.245 -3.115 -1.513 -0.272
N -7.988 -2.041 -1.818 0.131
H -7.627 -5.055 -1.039 0.067
H -9.021 -4.453 -0.115 0.088
H -9.218 -4.945 -1.806 0.064
C 9.811 3.691 0.603 -0.083
C 11.038 3.053 1.061 -0.290
N 12.002 2.550 1.418 0.122
H 9.918 3.997 -0.436 0.080
H 8.978 2.997 0.681 0.047
H 9.600 4.568 1.212 0.081
C -5.953 -9.201 -5.526 -0.089
C -6.621 -10.333 -4.897 -0.293
N -7.149 -11.218 -4.398 0.119
H -6.696 -8.469 -5.833 0.064
H -5.267 -8.736 -4.823 0.051
H -5.394 -9.530 -6.399 0.083
C -0.004 -3.511 6.451 -0.063
C -0.279 -2.453 7.414 -0.283
N -0.498 -1.620 8.167 0.140
H -0.896 -4.117 6.304 0.085
H 0.292 -3.075 5.498 0.073
H 0.801 -4.144 6.818 0.084
C -9.380 -6.885 -4.433 -0.054
C -8.148 -6.815 -3.659 -0.280
N -7.177 -6.767 -3.054 0.158
H -9.879 -5.917 -4.422 0.083
H -9.153 -7.155 -5.462 0.082
H -10.041 -7.635 -4.004 0.091
```

Multiplicity: 1
HOMO level (eV): -8.12
HOMO-LUMO gap (eV): 7.598

=====

no.,E_tot (a.u.)
1,-3143.39139
2,-6692.50539
3,-5680.58259